Record 1
DFT (wB97M-V/def2-TZVPD) results for a molecular structure, C42H62BN6P2Ru at a distorted geometry.

Positions of all 114 atoms, in Å:
Ru (0.851, -0.417, -0.265)
C (1.743, -2.521, -2.099)
N (0.394, -1.974, -1.839)
C (-0.240, -1.387, -3.038)
C (-0.081, 0.108, -3.138)
C (-0.069, 0.749, -4.362)
C (-0.049, 2.136, -4.397)
C (-0.048, 2.839, -3.205)
C (-0.045, 2.125, -2.019)
N (-0.054, 0.789, -1.976)
C (-0.471, -2.986, -1.211)
C (-0.285, -3.113, 0.273)
C (-0.673, -4.271, 0.920)
C (-0.781, -4.289, 2.301)
C (-0.499, -3.123, 2.994)
C (-0.057, -2.023, 2.293)
N (0.088, -2.001, 0.952)
C (2.592, -1.408, -2.637)
C (3.328, -1.549, -3.800)
C (3.927, -0.430, -4.360)
C (3.729, 0.796, -3.751)
C (2.994, 0.846, -2.580)
N (2.463, -0.233, -1.997)
H (1.697, -3.363, -2.796)
H (2.131, -2.892, -1.148)
H (-1.313, -1.560, -2.939)
H (0.085, -1.888, -3.954)
H (-0.093, 0.170, -5.276)
H (-0.044, 2.657, -5.346)
H (-0.043, 3.920, -3.183)
H (-0.046, 2.634, -1.063)
H (-0.383, -3.956, -1.709)
H (-1.501, -2.635, -1.321)
H (-0.929, -5.141, 0.330)
H (-1.101, -5.184, 2.817)
H (-0.600, -3.058, 4.068)
H (0.181, -1.111, 2.808)
H (3.402, -2.519, -4.272)
H (4.506, -0.513, -5.271)
H (4.138, 1.707, -4.164)
H (2.836, 1.793, -2.084)
C (-5.076, 1.574, -1.672)
C (-4.163, 0.389, -2.008)
C (-5.011, -0.797, -2.479)
C (-3.289, 0.812, -3.194)
P (-3.008, -0.192, -0.626)
C (-2.491, 1.481, 0.031)
N (-1.395, 1.500, 0.987)
B (-0.076, 0.894, 1.035)
N (0.427, 1.189, 2.348)
C (1.709, 0.771, 2.821)
P (2.554, 0.197, 1.273)
C (3.570, 1.776, 0.881)
C (4.200, 2.501, 2.095)
C (4.761, 1.520, -0.057)
C (2.564, 2.781, 0.295)
C (3.756, -1.153, 1.786)
C (3.020, -2.344, 2.417)
C (4.749, -0.603, 2.820)
C (4.531, -1.695, 0.580)
C (-0.488, 1.950, 3.053)
C (-0.422, 2.468, 4.335)
C (-1.493, 3.229, 4.780)
C (-2.587, 3.466, 3.955)
C (-2.652, 2.946, 2.667)
C (-1.592, 2.171, 2.213)
C (-4.064, -0.904, 0.762)
C (-5.442, -0.284, 0.996)
C (-4.213, -2.406, 0.482)
C (-3.274, -0.750, 2.067)
H (-5.596, 1.884, -2.582)
H (-4.520, 2.443, -1.316)
H (-5.836, 1.330, -0.936)
H (-5.559, -0.511, -3.379)
H (-5.745, -1.112, -1.739)
H (-4.390, -1.662, -2.732)
H (-3.937, 1.094, -4.026)
H (-2.656, -0.007, -3.540)
H (-2.659, 1.676, -2.967)
H (-3.355, 1.929, 0.518)
H (-2.285, 2.119, -0.833)
H (1.687, 0.004, 3.604)
H (2.248, 1.614, 3.244)
H (5.062, 1.982, 2.508)
H (3.517, 2.738, 2.906)
H (4.557, 3.462, 1.718)
H (5.607, 1.136, 0.510)
H (5.079, 2.474, -0.484)
H (4.576, 0.827, -0.869)
H (1.929, 3.191, 1.083)
H (1.901, 2.350, -0.451)
H (3.109, 3.615, -0.154)
H (2.452, -2.073, 3.305)
H (3.775, -3.068, 2.727)
H (2.366, -2.855, 1.705)
H (4.265, -0.043, 3.622)
H (5.508, 0.028, 2.362)
H (5.268, -1.445, 3.281)
H (3.861, -2.075, -0.188)
H (5.148, -2.531, 0.917)
H (5.193, -0.966, 0.127)
H (0.435, 2.289, 4.973)
H (-1.473, 3.650, 5.776)
H (-3.405, 4.072, 4.317)
H (-3.513, 3.166, 2.051)
H (-6.137, -0.465, 0.179)
H (-5.380, 0.793, 1.168)
H (-5.877, -0.727, 1.895)
H (-4.739, -2.614, -0.449)
H (-4.778, -2.873, 1.293)
H (-3.234, -2.893, 0.436)
H (-3.328, 0.265, 2.460)
H (-2.222, -1.006, 1.943)
H (-3.700, -1.418, 2.820)

Summary:
E_LUMO (alpha / beta) in eV: -5.23 / -6.03
Energy in Ha: -2768.25165
Multiplicity: 2
Charge: +2
Orbital gap (alpha / beta) in eV: 7.03 / 6.22



Record 2
DFT (wB97M-V/def2-TZVPD) results for 8 unconnected molecules or ions with the total composition C42H62N3O25.

Positions of all 132 atoms, in Å:
C (-3.986, 0.197, 1.248)
C (-3.160, -0.427, 0.102)
C (-1.740, 0.114, 0.017)
N (-1.708, 1.387, -0.729)
O (-0.569, 1.395, -1.635)
C (0.563, 1.598, -0.943)
O (1.499, 0.849, -0.956)
C (0.603, 2.895, -0.168)
C (0.239, 4.054, -0.827)
C (0.244, 5.264, -0.171)
N (-0.130, 6.441, -0.829)
C (0.722, 7.600, -0.484)
C (-1.542, 6.816, -0.635)
C (-2.174, 6.658, 0.722)
O (-2.141, 7.261, -1.569)
N (0.617, 5.259, 1.120)
C (0.983, 4.150, 1.791)
C (1.006, 2.928, 1.180)
C (1.441, 1.676, 1.906)
C (1.893, 1.931, 3.323)
O (1.382, 1.435, 4.285)
H (-4.056, -0.493, 2.088)
H (-5.008, 0.403, 0.934)
H (-3.542, 1.133, 1.588)
H (-3.697, -0.290, -0.840)
H (-3.102, -1.500, 0.272)
H (-1.087, -0.618, -0.465)
H (-1.391, 0.313, 1.033)
H (-2.488, 1.396, -1.376)
H (-0.075, 4.042, -1.861)
H (1.776, 7.345, -0.568)
H (0.544, 7.979, 0.533)
H (0.511, 8.425, -1.157)
H (-2.373, 5.600, 0.910)
H (-1.541, 7.013, 1.535)
H (-3.112, 7.208, 0.720)
H (0.618, 6.133, 1.631)
H (1.243, 4.292, 2.830)
H (2.313, 1.291, 1.367)
H (0.641, 0.938, 1.896)
H (2.752, 2.622, 3.439)
C (-1.681, -5.672, 3.802)
C (-1.922, -5.364, 2.350)
C (-1.046, -4.266, 1.788)
O (-1.880, -3.695, 0.764)
C (-3.172, -3.938, 1.105)
O (-4.108, -3.433, 0.568)
O (-3.238, -4.805, 2.127)
H (-0.627, -5.868, 3.980)
H (-1.997, -4.834, 4.426)
H (-2.248, -6.547, 4.116)
H (-1.847, -6.269, 1.742)
H (-0.118, -4.630, 1.354)
H (-0.828, -3.495, 2.531)
C (3.005, -10.272, 5.895)
C (1.762, -9.423, 5.834)
C (1.193, -9.149, 4.451)
O (0.564, -7.861, 4.652)
C (1.216, -7.233, 5.653)
O (1.077, -6.080, 5.919)
O (2.037, -8.082, 6.294)
H (2.859, -11.207, 5.356)
H (3.851, -9.744, 5.458)
H (3.253, -10.506, 6.930)
H (0.990, -9.839, 6.487)
H (0.450, -9.881, 4.141)
H (1.945, -9.056, 3.672)
C (5.078, -14.595, 2.434)
C (3.827, -13.755, 2.471)
C (3.225, -13.429, 1.119)
O (2.606, -12.155, 1.360)
C (3.266, -11.562, 2.374)
O (3.125, -10.423, 2.699)
O (4.103, -12.429, 2.975)
H (4.909, -15.499, 1.849)
H (5.901, -14.032, 1.993)
H (5.379, -14.888, 3.439)
H (3.079, -14.205, 3.127)
H (2.482, -14.148, 0.788)
H (3.986, -13.305, 0.345)
C (-4.242, 9.703, -1.610)
C (-5.325, 8.770, -1.136)
C (-6.745, 9.157, -1.495)
O (-7.494, 8.602, -0.406)
C (-6.680, 8.520, 0.670)
O (-7.027, 8.272, 1.775)
O (-5.392, 8.755, 0.302)
H (-4.315, 9.872, -2.684)
H (-4.299, 10.662, -1.094)
H (-3.275, 9.263, -1.385)
H (-5.110, 7.748, -1.462)
H (-7.087, 8.736, -2.436)
H (-6.889, 10.240, -1.504)
C (4.568, 0.810, -0.925)
C (5.611, -0.256, -0.699)
C (5.365, -1.159, 0.493)
O (6.688, -1.513, 0.891)
C (7.528, -0.524, 0.488)
O (8.657, -0.414, 0.823)
O (6.877, 0.325, -0.350)
H (3.570, 0.383, -0.967)
H (4.610, 1.553, -0.125)
H (4.755, 1.333, -1.863)
H (5.755, -0.849, -1.606)
H (4.795, -2.053, 0.251)
H (4.880, -0.630, 1.320)
C (-1.489, -1.491, -3.665)
C (-1.837, -1.268, -5.114)
C (-1.083, -0.138, -5.785)
O (-2.021, 0.322, -6.761)
C (-3.268, 0.017, -6.320)
O (-4.272, 0.429, -6.793)
O (-3.195, -0.816, -5.251)
H (-0.411, -1.598, -3.540)
H (-1.836, -0.649, -3.065)
H (-1.970, -2.389, -3.278)
H (-1.733, -2.193, -5.687)
H (-0.163, -0.456, -6.269)
H (-0.869, 0.681, -5.092)
C (-0.055, 7.720, -6.339)
C (-0.307, 8.647, -5.177)
C (-0.217, 10.125, -5.500)
O (0.224, 10.683, -4.252)
C (0.894, 9.727, -3.585)
O (1.544, 9.911, -2.603)
O (0.725, 8.522, -4.173)
H (-0.699, 7.981, -7.178)
H (0.986, 7.781, -6.655)
H (-0.257, 6.686, -6.062)
H (-1.260, 8.415, -4.696)
H (-1.166, 10.567, -5.791)
H (0.535, 10.340, -6.262)

Summary:
E_LUMO in eV: -4.75
Energy in Ha: -3682.68556
Charge: +1
Orbital gap in eV: 7.39